(A)
{"formula": "C29H82O12", "method": "the ωB97M-V functional and the def2-TZVPD basis", "total_charge": 0, "smiles": "CC(C)O.CC(C)O.CC(C)O.CC(C)O.CC(C)O.CCO.CCO.CCO.CCO.CCO.CCO.CCO", "elements": ["O", "O", "O", "O", "O", "O", "O", "O", "O", "O", "O", "O", "C", "C", "C", "C", "C", "C", "C", "C", "C", "C", "C", "C", "C", "C", "C", "C", "C", "C", "C", "C", "C", "C", "C", "C", "C", "C", "C", "C", "C", "H", "H", "H", "H", "H", "H", "H", "H", "H", "H", "H", "H", "H", "H", "H", "H", "H", "H", "H", "H", "H", "H", "H", "H", "H", "H", "H", "H", "H", "H", "H", "H", "H", "H", "H", "H", "H", "H", "H", "H", "H", "H", "H", "H", "H", "H", "H", "H", "H", "H", "H", "H", "H", "H", "H", "H", "H", "H", "H", "H", "H", "H", "H", "H", "H", "H", "H", "H", "H", "H", "H", "H", "H", "H", "H", "H", "H", "H", "H", "H", "H", "H"], "coordinates": [[-7.813, 12.270, -9.750], [-1.440, 11.660, -14.484], [-11.667, 11.701, -14.693], [-7.426, -1.111, -11.543], [-3.308, 4.687, -28.031], [2.568, 4.517, -16.807], [-8.387, 7.313, -16.433], [-11.383, 8.857, -25.203], [-5.367, 13.147, -18.341], [-2.832, -2.074, -19.997], [-12.491, 3.687, -16.014], [-0.991, 6.881, -8.463], [-3.774, 0.074, -20.166], [-2.768, -1.168, -22.179], [-13.145, 11.416, -16.518], [-7.076, 14.757, -18.154], [-1.286, 7.401, -9.727], [0.561, 12.828, -13.869], [-3.562, -1.273, -20.873], [-13.824, 10.702, -14.173], [2.154, 6.869, -16.687], [-13.047, 11.712, -15.021], [1.417, 5.560, -18.676], [-6.471, 11.746, -9.611], [-2.983, 5.257, -26.762], [-11.591, 1.551, -15.418], [-4.205, 4.950, -25.853], [1.608, 5.540, -17.165], [-6.577, 6.756, -17.884], [-10.613, 8.392, -23.072], [-2.347, 6.564, -10.423], [-7.083, 6.841, -16.454], [-5.578, 0.175, -12.191], [-6.080, -1.209, -11.919], [-6.725, 13.392, -18.661], [-1.664, 4.654, -26.214], [-12.715, 2.505, -15.313], [-0.953, 12.897, -13.981], [-5.969, -2.056, -13.149], [-11.156, 7.819, -24.370], [-5.798, 12.578, -8.513], [-2.599, 4.929, -28.632], [-11.415, 10.791, -14.865], [-7.040, 5.896, -15.914], [-4.615, 0.264, -12.694], [-6.217, 0.821, -12.792], [-13.595, 2.064, -15.781], [-10.453, 7.155, -24.875], [-4.226, 3.924, -25.487], [-7.325, 12.568, -18.274], [-11.932, 0.520, -15.324], [-4.401, 0.764, -20.731], [-6.611, 10.707, -9.313], [1.392, 4.546, -19.075], [-5.429, -1.647, -11.162], [-6.397, 12.511, -7.605], [-1.404, 13.270, -13.062], [1.047, 13.763, -13.589], [-13.325, 4.162, -16.050], [0.987, 12.080, -13.200], [-8.086, 14.992, -18.488], [0.967, 12.511, -14.829], [-5.352, 0.664, -11.243], [-6.981, 13.415, -19.720], [-4.801, 12.198, -8.292], [-5.089, 5.117, -26.469], [-0.795, 5.001, -26.774], [-6.512, 7.559, -15.866], [-2.454, 6.813, -11.479], [-4.826, 13.440, -19.079], [-5.887, 11.736, -10.531], [-4.221, 5.599, -24.977], [-4.438, -0.048, -19.309], [-2.116, 5.502, -10.347], [-1.760, -0.787, -22.011], [-6.573, -2.961, -13.084], [-6.328, -1.509, -14.022], [-11.184, 9.177, -22.576], [-12.613, 12.178, -17.087], [0.648, 5.374, -16.676], [-1.254, 13.648, -14.712], [3.425, 4.859, -17.071], [-13.490, 9.689, -14.394], [-14.171, 11.336, -16.878], [-1.659, 8.423, -9.664], [-8.085, 12.215, -10.669], [-2.040, 11.861, -15.205], [-2.797, 0.505, -19.947], [-1.703, 3.565, -26.242], [-7.478, -0.473, -10.827], [-2.094, -1.549, -19.679], [-1.393, 7.457, -7.809], [-6.362, 15.437, -18.620], [-7.020, 14.841, -17.069], [-12.036, 7.235, -24.102], [-4.933, -2.285, -13.399], [-5.680, 13.631, -8.769], [3.131, 7.044, -17.136], [-7.049, 6.012, -18.526], [-3.218, -0.502, -22.916], [-1.503, 4.798, -25.146], [0.498, 6.090, -18.926], [-10.963, 1.565, -16.309], [-8.979, 6.558, -16.462], [2.304, 6.836, -15.608], [-6.762, 7.717, -18.364], [-2.649, -2.146, -22.644], [-11.321, 8.488, -26.087], [-2.886, 6.334, -26.899], [-13.546, 12.678, -14.947], [-14.894, 10.884, -14.276], [-9.566, 8.686, -23.152], [-10.508, 7.633, -22.296], [-12.618, 10.478, -16.690], [-12.966, 2.733, -14.277], [-3.297, 6.774, -9.931], [1.468, 7.675, -16.946], [2.187, 6.056, -19.267], [-0.399, 7.339, -10.358], [-5.502, 6.602, -17.972], [-10.909, 1.727, -14.587], [-4.569, -1.666, -21.012], [-13.640, 10.874, -13.112]]}

***

(B)
{"formula": "C29H82O12", "method": "the ωB97M-V functional and the def2-TZVPD basis", "total_charge": 0, "smiles": "CC(C)O.CC(C)O.CC(C)O.CC(C)O.CC(C)O.CCO.CCO.CCO.CCO.CCO.CCO.CCO", "elements": ["O", "O", "O", "O", "O", "O", "O", "O", "O", "O", "O", "O", "C", "C", "C", "C", "C", "C", "C", "C", "C", "C", "C", "C", "C", "C", "C", "C", "C", "C", "C", "C", "C", "C", "C", "C", "C", "C", "C", "C", "C", "H", "H", "H", "H", "H", "H", "H", "H", "H", "H", "H", "H", "H", "H", "H", "H", "H", "H", "H", "H", "H", "H", "H", "H", "H", "H", "H", "H", "H", "H", "H", "H", "H", "H", "H", "H", "H", "H", "H", "H", "H", "H", "H", "H", "H", "H", "H", "H", "H", "H", "H", "H", "H", "H", "H", "H", "H", "H", "H", "H", "H", "H", "H", "H", "H", "H", "H", "H", "H", "H", "H", "H", "H", "H", "H", "H", "H", "H", "H", "H", "H", "H"], "coordinates": [[0.180, -3.623, 0.326], [4.346, -4.395, -3.595], [-5.125, 3.334, 1.766], [-1.467, -0.848, -4.948], [-3.817, 1.212, 3.912], [0.746, 5.996, 0.555], [0.833, -0.961, 0.728], [-2.639, -3.186, 0.069], [-4.313, 0.303, -4.487], [4.916, 1.825, 0.809], [-2.410, 2.616, 5.774], [3.722, -0.696, 1.290], [3.098, -2.969, -2.104], [1.062, 4.791, 1.200], [-0.543, 2.734, 4.255], [-0.006, -0.491, -0.330], [1.544, -5.570, 0.176], [4.400, -1.889, 3.304], [-0.211, -1.070, -4.247], [-1.092, 2.121, 5.559], [5.695, -2.920, -2.242], [4.362, -3.098, -2.949], [-3.128, 2.863, 0.513], [6.811, 1.296, -0.581], [-3.034, -0.560, 2.502], [0.595, -4.780, 1.060], [3.343, -1.688, 2.239], [-4.076, -0.152, 3.544], [-3.977, 5.282, 0.827], [-3.159, 1.976, -3.137], [5.386, 1.837, -0.532], [-3.660, -2.892, -0.934], [-3.667, -4.053, -1.916], [0.518, 0.247, -4.109], [-3.293, -1.603, -1.631], [-3.839, 1.637, -4.462], [-0.175, 1.013, -0.227], [2.111, 3.959, 0.457], [-4.303, 3.801, 0.669], [4.408, 1.070, -1.438], [-3.916, -0.970, 4.810], [-0.660, 1.336, 0.695], [-3.880, 1.713, 3.088], [4.597, 0.005, -1.312], [0.511, 3.012, 4.263], [-3.110, -3.725, 0.714], [1.169, -5.704, -0.840], [3.377, 1.368, -1.258], [-0.263, -5.371, 1.391], [6.521, -2.966, -2.949], [-4.922, 5.818, 0.927], [-0.026, 0.940, -3.469], [-4.635, -2.855, -0.448], [-1.104, 1.029, 5.458], [-4.519, 2.458, -4.690], [-3.393, 5.662, -0.010], [-4.629, -0.638, 5.567], [-3.450, 1.863, 0.230], [-2.862, 3.023, -3.102], [0.780, 1.520, -0.352], [-2.332, 1.279, -2.997], [-3.400, 5.473, 1.736], [2.503, -2.140, -2.493], [4.435, -1.038, 3.981], [-4.099, -1.249, -2.279], [1.911, 3.892, -0.618], [1.089, -4.461, 1.982], [4.288, -2.420, -3.811], [2.348, -1.431, 2.618], [4.660, 0.916, 1.044], [-5.023, -0.215, 3.003], [0.484, -0.725, -1.286], [-3.099, 0.106, 1.634], [2.214, 2.965, 0.895], [2.910, -0.446, 0.818], [4.646, 1.343, -2.472], [-3.769, -5.008, -1.392], [-3.900, 1.788, -2.353], [-2.925, -0.816, 5.235], [5.078, -4.423, -4.217], [5.727, -1.986, -1.676], [-0.875, 1.306, -1.016], [-0.532, -1.496, -3.297], [-3.578, -0.286, -4.671], [0.808, -1.926, 0.578], [0.617, 0.771, -5.062], [-0.953, -1.036, -0.299], [0.182, 4.161, 1.328], [-3.048, 2.084, 5.263], [-2.450, 2.871, 1.367], [-2.552, 3.281, -0.320], [1.467, 4.923, 2.213], [3.135, 4.350, 0.444], [-2.448, -1.753, -2.304], [-1.980, -0.589, 2.780], [-0.785, 2.088, 3.408], [4.159, -2.838, 3.784], [-3.298, -1.538, 2.084], [-2.751, -4.138, -2.502], [7.592, 2.025, -0.373], [3.160, -2.626, 1.687], [-3.080, -0.793, -0.934], [1.804, -6.550, 0.577], [-4.504, -4.005, -2.617], [-0.559, 2.346, 6.481], [-1.368, -1.020, -5.887], [-5.037, 3.717, -0.144], [5.427, 2.902, -0.788], [5.375, -2.006, 2.830], [2.464, -3.837, -2.285], [-1.126, 3.638, 4.064], [2.465, -5.004, 0.021], [-3.047, 1.628, -5.228], [7.098, 0.876, -1.555], [-0.793, -3.610, 0.336], [0.307, -1.847, -4.812], [-4.103, -2.024, 4.604], [6.893, 0.441, 0.096], [1.513, 6.574, 0.580], [5.785, -3.700, -1.482], [1.536, 0.034, -3.770], [3.283, -2.823, -1.042], [-5.674, 4.035, 2.128]]}

***

In terms of stability, (B) leads; the second structure lies 67.0 kcal/mol higher.

***

(A)
{"formula": "C5H19NO6", "method": "the ωB97M-V functional and the def2-TZVPD basis", "total_charge": 0, "smiles": "C=CC[C@@H](N)C=O.O.O.O.O.O", "elements": ["O", "O", "O", "O", "O", "O", "N", "C", "C", "C", "C", "C", "H", "H", "H", "H", "H", "H", "H", "H", "H", "H", "H", "H", "H", "H", "H", "H", "H", "H", "H"], "coordinates": [[0.071, -0.359, -2.184], [2.766, -0.773, -1.379], [0.433, -2.567, -0.501], [-0.845, 2.622, -1.603], [0.259, 1.564, 1.816], [2.997, 1.742, -2.172], [0.973, -1.176, 2.502], [-2.878, 0.622, -0.242], [-1.005, -0.728, 0.856], [-0.395, -0.561, 2.288], [-2.296, 0.104, 0.790], [-0.171, 0.905, 2.671], [-2.826, 0.452, -1.315], [1.462, -0.680, 1.824], [0.422, -1.696, -0.879], [-0.349, 1.101, 3.737], [-0.286, -0.249, 0.229], [-1.147, 2.375, -0.735], [3.722, -0.893, -1.147], [0.820, 0.069, -1.933], [-1.121, -1.736, 0.650], [-1.139, -1.145, 2.963], [0.078, -3.214, -1.106], [-0.614, 0.365, -2.161], [2.202, 1.822, -2.637], [1.015, -2.113, 2.305], [2.680, 0.975, -1.587], [-2.768, 0.187, 1.723], [2.414, -1.624, -1.124], [-0.586, 3.470, -1.620], [-3.890, 1.138, -0.027]]}

***

(B)
{"formula": "C5H19NO6", "method": "the ωB97M-V functional and the def2-TZVPD basis", "total_charge": 0, "smiles": "CC(=O)N[C@H](C)CO.O.O.O.O", "elements": ["O", "O", "O", "O", "O", "O", "N", "C", "C", "C", "C", "C", "H", "H", "H", "H", "H", "H", "H", "H", "H", "H", "H", "H", "H", "H", "H", "H", "H", "H", "H"], "coordinates": [[0.306, -2.410, -2.474], [-1.563, 0.557, -0.267], [1.319, 2.794, -0.617], [-1.519, -0.446, -2.613], [-2.158, 2.099, -2.479], [2.322, 0.664, 0.954], [-0.479, -0.339, 1.575], [-1.516, 1.841, 1.687], [2.130, -0.749, 0.952], [0.638, -1.215, 0.838], [-1.251, 0.679, 0.941], [0.680, -2.713, 1.198], [0.601, -3.054, 2.273], [2.628, -0.968, 0.045], [1.734, 1.940, -0.098], [0.453, -1.748, -3.191], [-0.105, -0.232, 2.554], [-1.700, -0.090, -1.774], [0.653, 3.204, 0.020], [-2.474, 2.293, -1.448], [-0.213, -3.266, 0.561], [-2.230, -0.365, -3.233], [3.306, 0.548, 0.498], [0.345, -0.994, -0.237], [-1.978, 1.486, 2.635], [-2.328, 2.480, 1.150], [1.669, -3.263, 0.781], [-1.216, 2.114, -2.293], [-0.582, 2.466, 2.036], [-0.117, -2.058, -1.747], [2.644, -1.256, 1.774]]}

***

(C)
{"formula": "C5H19NO6", "method": "the ωB97M-V functional and the def2-TZVPD basis", "total_charge": 0, "smiles": "CC[C@H](CO)NC=O.O.O.O.O", "elements": ["O", "O", "O", "O", "O", "O", "N", "C", "C", "C", "C", "C", "H", "H", "H", "H", "H", "H", "H", "H", "H", "H", "H", "H", "H", "H", "H", "H", "H", "H", "H"], "coordinates": [[2.606, 0.420, 0.244], [-2.341, -1.664, -2.622], [-0.322, -0.250, 3.420], [3.139, -2.115, 0.382], [0.448, -0.480, -1.278], [-0.217, -0.621, -3.903], [-0.949, -0.967, 0.381], [-0.394, -1.257, -0.891], [-0.742, 0.299, 1.195], [-1.028, 2.746, 1.032], [-0.486, 1.546, 0.280], [0.380, -0.035, 2.252], [-1.887, -1.401, -3.427], [2.441, -2.488, -0.316], [1.057, 0.827, 2.386], [-2.005, 3.091, 0.785], [-0.751, -2.156, -1.286], [0.354, -0.010, -4.386], [0.001, -0.401, -2.978], [1.002, -0.852, 2.051], [1.710, 0.155, 0.063], [-1.752, -1.470, 0.688], [-0.304, 3.644, 0.987], [0.274, -0.572, 4.147], [-0.945, 1.482, -0.724], [3.155, 0.195, -0.492], [0.587, 1.778, -0.028], [-3.132, -1.224, -2.505], [-1.647, 0.576, 1.823], [-0.947, 2.535, 2.162], [2.697, -1.329, 0.558]]}

***

In terms of stability, (C) leads; the second structure lies 30.6 kcal/mol higher.

***

(A)
{"formula": "C8H11N4", "method": "the ωB97M-V functional and the def2-TZVPD basis", "total_charge": 1, "elements": ["N", "N", "N", "N", "C", "C", "C", "C", "C", "C", "C", "C", "H", "H", "H", "H", "H", "H", "H", "H", "H", "H", "H"], "coordinates": [[1.046, 0.705, -0.150], [-2.948, 0.415, -0.359], [2.669, 1.522, 0.856], [-0.729, -0.032, -0.520], [-2.694, -0.154, -1.478], [-1.680, 0.603, 0.325], [1.961, -0.322, -0.047], [-1.984, 0.078, 1.828], [1.427, 1.801, 0.508], [2.984, 0.239, 0.604], [-1.264, -0.528, -1.554], [1.920, -1.713, -0.704], [1.739, -1.537, -1.879], [-0.802, -0.710, -2.521], [-2.688, 0.854, 2.197], [2.944, -2.080, -0.532], [-0.944, 0.203, 2.338], [0.885, 2.692, 0.407], [-1.272, 1.561, 0.499], [-2.357, -0.916, 1.904], [3.961, -0.087, 0.792], [1.235, -2.322, -0.251], [-3.409, -0.271, -2.265]]}

***

(B)
{"formula": "C8H11N4", "method": "the ωB97M-V functional and the def2-TZVPD basis", "total_charge": 1, "elements": ["N", "N", "N", "N", "C", "C", "C", "C", "C", "C", "C", "C", "H", "H", "H", "H", "H", "H", "H", "H", "H", "H", "H"], "coordinates": [[-1.886, 1.336, 1.116], [-1.444, -0.820, -2.310], [-0.429, -1.117, 1.617], [2.381, 1.006, -0.432], [2.727, -0.017, -1.353], [1.593, -0.518, -1.862], [-0.914, 1.227, 1.931], [-2.255, 1.017, -0.007], [-0.246, 0.087, 2.341], [0.492, 0.217, -1.272], [1.064, 1.138, -0.362], [-0.901, -0.069, -1.399], [-1.367, -1.161, 1.364], [3.187, 1.563, 0.063], [-0.982, -1.402, -3.156], [-2.422, -0.749, -2.424], [0.605, 0.152, 3.104], [-3.139, 1.055, -0.499], [-0.686, 2.145, 2.524], [0.666, 1.551, 0.502], [-0.171, -1.983, 2.085], [3.675, -0.391, -1.458], [1.535, -1.124, -2.783]]}

***

In terms of stability, (B) leads; the second structure lies 39.9 kcal/mol higher.